This record from the Open Molecules 2025 dataset describes a structure of composition C42H52BrCaN5O7P2. The level of theory is ωB97M-V/def2-TZVPD.

Results
Net charge   0
ΔE to the lowest compared entry with this formula, charge and spin   40.05 kJ/mol
Spin multiplicity   1
Molar mass   920.8 g/mol
HOMO level   -6.79 eV
LUMO energy   0.23 eV

Geometry (Å):
Br1 -3.191 4.002 7.783
Ca1 -0.405 -0.058 0.389
P1 1.516 2.126 0.576
P2 -0.090 -3.240 -0.988
O1 2.023 -2.210 2.989
O2 -4.055 -1.363 0.673
O3 -3.874 1.407 0.209
O4 1.294 -1.079 1.246
O5 -1.107 0.507 2.266
O6 -0.435 -0.891 3.903
O7 -2.205 -0.822 -0.445
N1 -0.418 2.987 -2.390
N2 -2.662 3.561 -2.225
N3 -0.666 -2.757 0.533
N4 0.852 -0.236 -1.541
N5 -1.859 1.902 -0.887
C1 0.106 -0.850 -2.531
C2 2.698 0.354 -3.028
C3 3.542 0.790 2.095
C4 3.786 1.113 -3.394
C5 -3.203 2.048 -0.581
C6 4.185 2.195 -2.612
C7 -1.941 2.372 4.187
C8 -2.091 1.556 6.837
C9 1.084 3.963 0.602
C10 1.738 -3.332 -0.886
C11 3.470 2.462 -1.464
C12 -0.343 -3.992 2.566
C13 -2.437 3.249 5.147
C14 -1.509 1.099 4.540
C15 -0.984 -0.787 -4.729
C16 -2.093 -2.704 0.880
C17 -0.493 -2.148 -2.351
C18 2.890 2.154 1.861
C19 -1.666 -4.467 2.465
C20 1.570 4.863 -0.536
C21 -0.706 -4.945 -1.237
C22 -0.968 0.144 3.497
C23 -3.806 3.163 -1.430
C24 2.360 -3.369 -2.292
C25 0.126 -3.021 1.728
C26 -1.576 -2.035 -4.529
C27 2.301 -4.484 -0.030
C28 -2.559 -3.647 1.760
C29 -2.507 2.824 6.463
C30 4.010 3.192 1.711
C31 -1.314 -2.694 -3.349
C32 -2.248 -5.110 -1.304
C33 -2.789 -1.576 0.346
C34 1.934 0.603 -1.862
C35 -0.428 4.176 0.843
C36 -1.588 0.700 5.866
C37 -1.619 2.806 -1.839
C38 1.130 -2.028 2.011
C39 -0.170 -0.225 -3.772
C40 -2.596 4.690 -3.127
C41 2.359 1.706 -1.036
C42 -0.071 -5.747 -2.379
H1 -2.029 -5.226 3.143
H2 5.037 2.808 -2.891
H3 -2.545 -5.951 -0.677
H4 -4.218 -0.418 0.451
H5 1.579 -2.646 3.731
H6 -1.172 -0.243 -5.649
H7 4.490 3.327 2.684
H8 -3.625 -3.679 1.965
H9 -4.187 3.965 -0.798
H10 3.346 -4.257 0.195
H11 0.259 -4.300 3.420
H12 4.332 0.859 -4.296
H13 4.781 2.831 1.027
H14 2.005 -2.381 -0.434
H15 -0.585 5.074 1.446
H16 -2.814 -4.248 -0.967
H17 -1.894 2.666 3.146
H18 -1.752 -3.668 -3.200
H19 2.634 5.099 -0.465
H20 3.973 0.401 1.165
H21 -0.217 -5.262 -3.347
H22 -3.606 5.042 -3.320
H23 -2.161 1.244 7.872
H24 -0.963 4.326 -0.100
H25 3.775 3.305 -0.865
H26 -2.772 4.243 4.876
H27 1.025 5.814 -0.502
H28 2.844 0.053 2.472
H29 -2.021 5.520 -2.708
H30 0.991 -5.923 -2.246
H31 1.784 -4.621 0.916
H32 -0.894 3.333 1.354
H33 -0.381 -5.354 -0.280
H34 2.408 -0.477 -3.658
H35 1.581 4.289 1.512
H36 -2.209 -2.485 -5.282
H37 4.356 0.899 2.820
H38 -4.620 2.768 -2.039
H39 -0.561 -6.722 -2.422
H40 2.288 -5.430 -0.570
H41 -0.254 3.718 -3.055
H42 3.684 4.177 1.376
H43 0.276 0.739 -3.963
H44 -2.161 4.407 -4.090
H45 1.404 4.415 -1.518
H46 3.445 -3.418 -2.178
H47 -1.243 -0.293 6.128
H48 2.124 -2.483 -2.872
H49 -2.559 -5.340 -2.323
H50 0.366 2.439 -2.067
H51 2.047 -4.240 -2.866
H52 2.312 2.406 2.753